Entry 1:
The following is a DFT calculation (ωB97M-V with the def2-TZVPD basis set) of a gas-phase ion, C7H15N2O2 (charge +1).

Values from the calculation:
Energy above the lowest of the compared OMol25 structures with the same formula, charge and spin, eV: 8.043
Highest occupied orbital energy (alpha / beta), eV: -10.7 / -10.7
Charge: +1
Kohn-Sham gap (alpha / beta), eV: 4.18 / 4.19
Total energy, eV: -14563.1054
Multiplicity: 1
LUMO energy (alpha / beta), eV: -6.56 / -6.55

Geometry (Å):
O: -2.3342 -0.1171 -3.4863
O: -1.0157 1.6321 -3.8367
N: -1.6030 0.7087 -3.0210
N: -0.0235 -1.9416 1.8045
C: -0.1743 1.0886 0.9661
C: 1.9579 -0.0917 0.3494
C: -0.0631 -0.0484 -1.3038
C: -1.2514 0.8857 -1.6619
C: 0.3695 -1.2887 3.0913
C: 0.3820 -0.1164 0.2222
C: -0.0170 -1.4426 0.6242
H: 0.5066 1.0859 1.9388
H: 0.7211 0.4955 -1.8490
H: -0.1292 2.1493 0.5638
H: 1.2235 -0.5890 2.9031
H: 2.1847 0.9077 0.2720
H: 2.3507 -0.5667 -0.5269
H: 0.7731 -2.0021 3.8919
H: -0.5381 -0.9474 3.5811
H: -1.1065 0.8599 1.2774
H: 2.3554 -0.6056 1.2724
H: -2.0575 0.5707 -1.0844
H: -0.0965 -2.9584 1.9284
H: -1.2890 1.5618 -4.7781
H: -0.0481 -1.1529 -1.6008
H: -1.0774 1.9229 -1.5376

=====

Entry 2:
The following is a DFT calculation (ωB97M-V with the def2-TZVPD basis set) of 2 unconnected molecules or ions with the total composition C7H15N2O5.

Values from the calculation:
Energy above the lowest of the compared OMol25 structures with the same formula, charge and spin, eV: 0.000
Highest occupied orbital energy, eV: -4.3
Charge: -1
Kohn-Sham gap, eV: 7.39
Total energy, eV: -20720.0258
Multiplicity: 1
LUMO energy, eV: 3.10

Geometry (Å):
O: -1.0182 -1.5501 -2.3903
O: 2.4905 1.1561 3.4348
O: -2.9221 -0.3986 -2.0771
O: 1.5513 -0.5796 2.3538
O: -2.7478 -2.5134 -1.3325
N: -0.2566 -0.5968 -1.6112
N: -2.5727 1.4829 -0.7583
C: 1.6922 0.8292 -1.6456
C: -3.3835 0.2974 -0.9126
C: 1.7368 0.1635 3.3502
C: 0.8372 -0.1354 -2.4570
C: -2.2725 -1.5562 -1.8547
C: 0.9386 -0.1839 4.6281
C: 2.4919 0.1111 -0.5573
H: 2.3177 1.4083 -2.3287
H: 0.3197 0.6699 4.9129
H: -3.3552 -0.3937 -0.0621
H: -2.7867 1.9275 0.1283
H: 1.6324 -0.3743 5.4496
H: 3.3770 0.6659 -0.2502
H: 0.3051 -1.0581 4.4774
H: 0.1108 -1.1371 -0.8276
H: -4.4210 0.5825 -1.0924
H: -1.5996 1.1836 -0.7265
H: 1.0039 1.5325 -1.1647
H: 1.4482 -0.9793 -2.8041
H: 0.3975 0.3542 -3.3271
H: 2.7984 -0.8840 -0.8983
H: 1.8866 -0.0240 0.3436

=====

Entry 3:
The following is a DFT calculation (ωB97M-V with the def2-TZVPD basis set) of 2 unconnected molecules or ions with the total composition C7H15N2S.

Values from the calculation:
Energy above the lowest of the compared OMol25 structures with the same formula, charge and spin, eV: 2.713
Highest occupied orbital energy (alpha / beta), eV: -11.6 / -13.9
Charge: +1
⟨S²⟩: 2.03
Kohn-Sham gap (alpha / beta), eV: 6.87 / 8.56
Total energy, eV: -21303.5269
Multiplicity: 3
LUMO energy (alpha / beta), eV: -4.71 / -5.30

Geometry (Å):
S: -2.9873 -0.0176 -0.0455
N: -1.5155 -0.6317 0.1467
N: -0.5538 0.1358 0.3635
C: -1.2889 -2.5503 -0.6656
C: 1.6824 -0.0195 -0.5602
C: 0.8091 -0.2225 0.6311
C: -2.3033 1.7612 -0.0075
C: -0.8012 1.5704 0.1483
C: 1.1748 -0.9015 -1.8041
C: 1.3883 0.4014 1.8669
H: 1.3507 -1.9204 -1.5711
H: -0.5012 2.0371 1.1492
H: 0.6461 0.5180 2.7117
H: 1.7333 1.5068 1.7553
H: 0.1773 -0.5560 -1.7894
H: -0.3944 -2.8779 -0.0918
H: -2.6204 2.3670 0.8563
H: 0.6850 -1.3609 0.9027
H: -2.1971 -3.1596 -0.5597
H: 1.8277 -0.4621 -2.5857
H: 1.6966 0.9409 -0.9942
H: -2.5536 2.2801 -0.8857
H: -0.3392 1.8409 -0.8167
H: 2.7341 -0.2957 -0.3745
H: 2.1504 -0.3839 2.2200

=====

Entry 4:
The following is a DFT calculation (ωB97M-V with the def2-TZVPD basis set) of a gas-phase ion, C7H15N4 (charge +1).

Values from the calculation:
Energy above the lowest of the compared OMol25 structures with the same formula, charge and spin, eV: 4.119
SMILES: C[C@H]1/N=N/[C@H](C)/[NH+]=C/CCN1
Highest occupied orbital energy, eV: -13.4
Charge: +1
Kohn-Sham gap, eV: 9.28
Total energy, eV: -13452.1846
Multiplicity: 1
LUMO energy, eV: -4.10

Geometry (Å):
N: 0.0016 -0.7867 0.0274
N: 1.7041 1.0038 -0.2717
N: -2.0671 0.0411 0.8773
N: 1.1418 -1.3164 -0.1322
C: 2.2159 -0.4120 -0.3935
C: -0.6990 2.0231 0.1234
C: -1.3547 -1.0975 0.3831
C: -2.0265 -1.8867 -0.6963
C: 3.3584 -0.5042 0.5607
C: 0.4103 1.2380 -0.6385
C: -1.9823 1.1714 -0.0476
H: -0.0946 0.9665 -1.6135
H: -1.8195 -1.6609 -1.7852
H: -2.7422 1.8018 0.3269
H: 2.5328 -0.5689 -1.5152
H: -1.8326 0.3805 1.9012
H: -0.5229 2.1457 1.1815
H: -3.0199 -1.7535 -0.5441
H: 1.9607 1.5081 0.5519
H: 3.8029 -1.4399 0.6827
H: -0.9993 -1.8377 1.2062
H: -1.8706 -2.9341 -0.5995
H: -2.4364 0.8200 -1.0017
H: 3.1479 0.0123 1.5687
H: -0.8724 2.9732 -0.3471
H: 4.0637 0.1129 0.1952

=====

Entry 5:
The following is a DFT calculation (ωB97M-V with the def2-TZVPD basis set) of a single C7H15NO molecule.

Values from the calculation:
Energy above the lowest of the compared OMol25 structures with the same formula, charge and spin, eV: 4.120
SMILES: C=C(C)[N@+](C)([O-])C(C)C
Highest occupied orbital energy, eV: -8.3
Kohn-Sham gap, eV: 9.16
Total energy, eV: -11036.5544
Multiplicity: 1
LUMO energy, eV: 0.86

Geometry (Å):
O: 0.9714 -1.5926 -0.6854
N: 0.6159 -0.5284 -0.0200
C: 0.7251 -0.6995 1.5277
C: 1.1935 0.7145 -0.5543
C: 1.5449 0.6140 -2.0045
C: 1.4104 1.7958 0.1732
C: -1.7022 -1.6918 0.0788
C: -1.7002 0.7787 0.6355
C: -1.0473 -0.3441 -0.1400
H: -1.0080 -2.4586 -0.2731
H: 1.1805 1.8867 1.2182
H: 1.9114 1.5672 -2.3680
H: 1.7937 -0.6682 1.7131
H: -1.0628 -0.1088 -1.2071
H: -1.9426 -1.8574 1.1286
H: 0.6804 0.3059 -2.5985
H: -2.6212 -1.7620 -0.5049
H: -1.1258 1.7067 0.5693
H: 0.3774 -1.7080 1.7307
H: 2.2945 -0.1659 -2.1336
H: -2.6855 0.9727 0.2052
H: -1.8485 0.5107 1.6799
H: 0.2206 0.0566 2.1213
H: 1.8245 2.6758 -0.2922

=====

Entry 6:
The following is a DFT calculation (ωB97M-V with the def2-TZVPD basis set) of a single C7H15NO molecule.

Values from the calculation:
Energy above the lowest of the compared OMol25 structures with the same formula, charge and spin, eV: 1.123
SMILES: [H]/N=C(/CC(C)(C)C)OC
Highest occupied orbital energy, eV: -9.6
Kohn-Sham gap, eV: 10.33
Total energy, eV: -11039.5512
Multiplicity: 1
LUMO energy, eV: 0.72

Geometry (Å):
O: -1.0921 0.6676 2.4428
N: -1.2619 -1.3252 1.4667
C: 0.4111 -0.4471 -0.9245
C: 1.7547 -0.9745 -0.3936
C: -0.8346 2.0782 2.4158
C: -0.2588 0.4891 0.1193
C: 0.6871 0.3999 -2.1875
C: -0.8663 -0.1075 1.3693
C: -0.4708 -1.6328 -1.3495
H: 1.3148 1.2676 -1.9567
H: 2.4288 -0.1511 -0.1309
H: -1.0663 1.0507 -0.3676
H: 1.1999 -0.1864 -2.9584
H: -1.2999 2.5476 1.5444
H: -0.0793 -2.1092 -2.2562
H: -0.5026 -2.4175 -0.5876
H: -1.4960 -1.3106 -1.5596
H: -0.2488 0.7702 -2.6225
H: -1.2762 2.5148 3.3161
H: 0.4986 1.2201 0.4272
H: 1.6194 -1.5946 0.4984
H: 2.2636 -1.5847 -1.1493
H: -1.6680 -1.4234 2.4053
H: 0.2433 2.2591 2.4386

=====

- The highest energy above the lowest of the compared OMol25 structures with the same formula, charge and spin belongs to which entry?
  C7H15N2O2